Computed, not measured: a structure of composition C3H3O2Tb at a distorted geometry, with ωB97M-V with the def2-TZVPD basis set.

XYZ file:
```
9
C3H3O2Tb | the Open Molecules 2025 dataset | ωB97M-V with the def2-TZVPD basis set
C 0.7810 1.5483 -0.7360
C 1.3343 0.3859 -0.2762
H 0.7342 2.5884 -0.4140
H 1.7527 0.3446 0.7402
H 1.6700 -0.3930 -0.9708
O -1.4164 0.7306 -0.2935
C -1.1234 -0.3521 0.1179
Tb -2.2185 -3.4824 1.2499
O -1.5140 -1.3703 0.5825
```

Results
Net charge: +3
Frontier orbital gap (spin up / spin down): 8.20 / 6.56 eV
Max |F|: 0.1355 Eh/bohr
2S+1: 8
Electronic energy: -29649.452 eV
<S²>: 16.78
ΔE to the lowest compared entry with this formula, charge and spin: 71.8 kcal/mol
Molecular weight: 230.0 g mol⁻¹

Computed, not measured: a structure of composition C34H46Cl3GeKN2O5S at a distorted geometry, with ωB97M-V with the def2-TZVPD basis set.

XYZ file:
```
93
C34H46Cl3GeKN2O5S | the Open Molecules 2025 dataset | ωB97M-V with the def2-TZVPD basis set
K 0.8189 0.2223 -3.0694
C -4.4093 0.3367 2.5111
C -4.8418 -0.6331 1.4151
C -6.1485 -0.1158 0.7964
C -5.0870 -2.0082 2.0518
C -3.7895 -0.7714 0.3201
C -2.5923 -0.1141 0.3580
C -1.6582 -0.2758 -0.6878
N -0.4521 0.3215 -0.7735
C 0.3041 0.8020 0.1724
C 0.1899 0.5586 1.5755
C 1.0132 1.2055 2.4307
C 2.1080 2.0375 1.9180
C 2.3756 2.2937 0.6303
C 1.4262 1.7202 -0.3517
O 1.4322 1.9558 -1.5423
C 3.5055 3.2398 0.2205
C 4.0856 2.9457 -1.1698
C 4.6533 3.1691 1.2334
C 2.9328 4.6639 0.2219
C 0.8089 1.1923 3.9360
C -0.3682 0.3123 4.3469
C 0.5080 2.6389 4.3647
C 2.0676 0.7014 4.6627
C -2.0131 -1.0976 -1.8826
O -1.2346 -1.1432 -2.8355
C -3.2867 -1.8408 -1.8580
C -4.0881 -1.6493 -0.7886
C -3.6298 -2.7477 -3.0262
C -3.7494 -1.9257 -4.3189
C -4.9623 -3.4581 -2.7952
C -2.5395 -3.8169 -3.1895
H -5.1995 0.4143 3.2599
H -4.2269 1.3390 2.1201
H -3.5052 -0.0013 3.0209
H -6.9056 -0.0052 1.5759
H -6.5455 -0.7956 0.0431
H -6.0009 0.8572 0.3254
H -5.8265 -1.9180 2.8503
H -4.1688 -2.4104 2.4826
H -5.4655 -2.7322 1.3303
H -2.3621 0.5661 1.1619
H -0.5695 -0.1130 1.9379
H 2.7649 2.4623 2.6625
H 4.4372 1.9167 -1.2432
H 4.9492 3.5984 -1.3150
H 3.3864 3.1239 -1.9775
H 4.9860 2.1509 1.4521
H 4.3975 3.6537 2.1797
H 5.5076 3.7138 0.8261
H 2.1272 4.7753 -0.5069
H 3.7212 5.3731 -0.0393
H 2.5476 4.9310 1.2085
H -1.3067 0.6337 3.8889
H -0.4916 0.3700 5.4294
H -0.1956 -0.7338 4.0891
H -0.3763 3.0363 3.8613
H 1.3456 3.3043 4.1574
H 0.3275 2.6586 5.4416
H 2.3814 -0.2849 4.3294
H 1.8551 0.6783 5.7350
H 2.9266 1.3502 4.5008
H -5.0332 -2.1739 -0.7500
H -4.5401 -1.1777 -4.2314
H -4.0095 -2.5958 -5.1414
H -2.8224 -1.4213 -4.5761
H -5.7994 -2.7589 -2.7430
H -4.9595 -4.0617 -1.8849
H -5.1506 -4.1306 -3.6336
H -1.5739 -3.3792 -3.4290
H -2.8195 -4.4913 -4.0016
H -2.4382 -4.4141 -2.2802
Cl -0.2975 0.7787 -7.9297
Ge 0.8592 1.2842 -6.0508
Cl 2.1423 2.9497 -6.8787
Cl 2.4510 -0.4172 -6.1999
N 2.4159 -1.9995 -3.2098
C 3.1400 -1.7957 -2.0224
C 4.2201 -0.9254 -1.9978
C 4.8599 -0.6541 -0.7937
C 4.4111 -1.1971 0.4009
C 3.3138 -2.0548 0.3612
C 2.6933 -2.3683 -0.8301
S 5.1968 -0.8136 1.9444
O 6.1701 0.2148 1.5976
O 5.7585 -2.0544 2.4346
O 4.0784 -0.3070 2.7529
H 1.8781 -2.8527 -3.2419
H 2.8973 -1.8326 -4.0840
H 4.5608 -0.4689 -2.9205
H 5.7125 0.0122 -0.7672
H 2.9486 -2.4861 1.2857
H 1.8418 -3.0403 -0.8446
```

Results
Net charge: -1
Frontier orbital gap (spin up / spin down): 5.78 / 4.96 eV
Max |F|: 0.0228 Eh/bohr
2S+1: 2
Electronic energy: -170473.420 eV
<S²>: 0.85
ΔE to the lowest compared entry with this formula, charge and spin: 0.0 kcal/mol
Molecular weight: 812.9 g mol⁻¹

Computed, not measured: a structure of composition C28H35F3N4OsP2 at a distorted geometry, with ωB97M-V with the def2-TZVPD basis set.

XYZ file:
```
73
C28H35F3N4OsP2 | the Open Molecules 2025 dataset | ωB97M-V with the def2-TZVPD basis set
Os 0.0653 0.5522 2.3468
C -1.9423 1.6599 -3.8549
C -2.0518 0.3641 -3.5800
C -1.2243 -0.6801 -4.2597
C 0.2761 -0.3412 -4.4228
C 0.9327 0.4203 -3.3034
C 0.9383 1.7555 -3.2221
C 0.4143 2.5911 -4.3700
C -0.9976 2.2347 -4.8728
C 1.3252 0.5984 3.9634
H -2.6150 2.3990 -3.4240
H -2.8859 -0.0218 -2.9916
H -1.6282 -0.8788 -5.2700
H -1.3140 -1.6261 -3.7059
H 0.8039 -1.3033 -4.5088
H 0.4057 0.1615 -5.3915
H 1.5443 -0.1860 -2.6417
H 1.4543 2.2921 -2.4231
H 1.0842 2.5069 -5.2465
H 0.4278 3.6521 -4.0832
H -1.4490 3.1718 -5.2369
H -0.9108 1.5785 -5.7514
H 0.7898 1.1383 4.7604
H 2.2878 1.0993 3.8115
H 1.5086 -0.4229 4.3228
P 1.6494 -0.5102 1.2257
P -1.2933 -0.8564 1.2653
N 2.6868 0.8045 0.7739
N 2.7304 -1.6593 1.9494
N -2.1750 0.4965 0.4375
N -2.6232 -1.7991 1.8918
C 0.9975 -1.2741 -0.2593
C -0.4407 -1.7678 -0.0521
C 2.5122 2.0753 1.3124
C 3.5737 2.8605 0.8949
C 4.3946 2.0583 0.0482
C 3.8270 0.7881 -0.0170
C 3.5731 -1.3777 3.0331
C 4.3407 -2.4977 3.2926
C 3.9361 -3.5218 2.3792
C 2.9356 -2.9913 1.5682
C -1.8034 1.7970 0.7207
C -2.4636 2.6540 -0.1595
C -3.2394 1.8313 -1.0098
C -3.0466 0.5088 -0.6326
C -3.9094 -1.8967 1.3491
C -4.6742 -2.7272 2.1551
C -3.8385 -3.1599 3.2350
C -2.5842 -2.5907 3.0436
H 1.6683 -2.0780 -0.5827
H 1.0324 -0.4867 -1.0208
H -1.0276 -1.6639 -0.9704
H -0.4591 -2.8219 0.2551
H 1.6358 2.2613 1.9397
H 3.7282 3.8838 1.1845
H 5.2907 2.3693 -0.4571
H 4.1006 -0.1094 -0.5533
H 3.5135 -0.4326 3.5339
H 5.1075 -2.5517 4.0400
H 4.3290 -4.5210 2.3196
H 2.3552 -3.4185 0.7599
H -1.0783 2.0328 1.5304
H -2.3772 3.7226 -0.1502
H -3.8149 2.1620 -1.8567
H -3.4484 -0.4080 -1.0421
H -4.1635 -1.3743 0.4442
H -5.6987 -2.9936 1.9766
H -4.1274 -3.8080 4.0398
H -1.6733 -2.6758 3.6155
F -1.5151 1.9139 4.3827
C -1.4956 0.7262 3.6888
F -1.3961 -0.2863 4.6571
F -2.7914 0.5978 3.1755
```

Results
Net charge: +2
Frontier orbital gap (spin up / spin down): 7.02 / 2.43 eV
Max |F|: 0.0886 Eh/bohr
2S+1: 5
Electronic energy: -64738.124 eV
<S²>: 6.01
ΔE to the lowest compared entry with this formula, charge and spin: 0.0 kcal/mol
Molecular weight: 736.8 g mol⁻¹

Computed, not measured: a cluster of 4 separate species, C29H65INO6 in total, with ωB97M-V with the def2-TZVPD basis set.

XYZ file:
```
102
C29H65INO6 | the Open Molecules 2025 dataset | ωB97M-V with the def2-TZVPD basis set
C 7.8547 -3.8019 0.4129
C 7.2432 -2.5764 1.0834
C 6.0474 -2.0159 0.3169
C 5.6080 -0.6411 0.8102
C 4.2420 -0.2064 0.2708
C 3.9777 1.3059 0.3753
C 3.0414 1.6984 1.5204
C 1.5998 1.2335 1.3244
C 0.7583 1.2996 2.5980
C -0.6902 0.8890 2.3824
C -1.4132 1.8138 1.4022
C -2.9388 1.7795 1.5308
C -3.6328 0.4293 1.3959
N -3.7970 -0.1638 -0.0030
I -1.9979 -1.0814 -0.6477
C -4.3435 0.8483 -1.0011
C -3.3378 1.7384 -1.7280
C -2.9914 1.2824 -3.1443
C -2.1702 2.3244 -3.8987
C -0.7485 2.4770 -3.3390
C 0.1552 1.2697 -3.6138
C 1.2911 1.1325 -2.5911
C 2.5266 0.4537 -3.1457
O 2.1950 -0.9313 -3.3223
C 3.2237 -1.7073 -3.8248
C 4.2785 -2.0822 -2.8093
O 3.2138 -2.0660 -4.9590
C -4.8144 -1.2689 0.0802
O -4.3828 -2.1482 1.0414
C -5.2241 -3.3195 1.1649
C -4.9159 -4.3722 0.1086
H 8.7107 -4.1805 0.9754
H 8.1979 -3.5684 -0.5986
H 7.1221 -4.6109 0.3351
H 6.9247 -2.8299 2.1010
H 8.0043 -1.7947 1.1882
H 6.2971 -1.9541 -0.7501
H 5.2041 -2.7154 0.3948
H 5.5827 -0.6516 1.9077
H 6.3595 0.1063 0.5309
H 4.1582 -0.5395 -0.7709
H 3.4682 -0.7504 0.8258
H 4.9328 1.8214 0.5177
H 3.5667 1.6911 -0.5655
H 3.4410 1.2968 2.4608
H 3.0332 2.7887 1.6286
H 1.5890 0.2044 0.9389
H 1.1397 1.8585 0.5478
H 0.7742 2.3289 2.9798
H 1.2228 0.6627 3.3584
H -0.6883 -0.1402 1.9994
H -1.2324 0.8960 3.3346
H -1.1000 2.8459 1.5964
H -1.0985 1.5919 0.3805
H -3.1838 2.1111 2.5466
H -3.4017 2.5106 0.8679
H -3.1328 -0.3398 1.9830
H -4.6621 0.5041 1.7613
H -5.0533 1.4393 -0.4178
H -4.9170 0.2649 -1.7263
H -2.4272 1.8357 -1.1394
H -3.7586 2.7500 -1.7905
H -2.4193 0.3520 -3.0957
H -3.9125 1.0497 -3.6907
H -2.1097 2.0339 -4.9529
H -2.6857 3.2901 -3.8660
H -0.2992 3.3786 -3.7654
H -0.7865 2.6538 -2.2547
H -0.4394 0.3523 -3.6160
H 0.5776 1.3498 -4.6211
H 0.9541 0.5383 -1.7324
H 1.5722 2.1159 -2.1972
H 3.3855 0.5616 -2.4723
H 2.7927 0.8768 -4.1216
H 4.3997 -3.1665 -2.8252
H 4.0275 -1.7499 -1.8036
H 5.2322 -1.6454 -3.1146
H -4.8735 -1.7058 -0.9244
H -5.7702 -0.7903 0.3375
H -5.0173 -3.6893 2.1678
H -6.2695 -2.9909 1.1361
H -5.8153 -4.9205 -0.1738
H -4.4951 -3.9123 -0.7900
H -4.1798 -5.0765 0.4961
C -0.8318 2.7646 5.5738
O -1.4547 3.5630 4.5702
H 0.1589 2.5109 5.2053
H -0.7260 3.2975 6.5202
H -1.3857 1.8375 5.7477
H -2.3185 3.8322 4.8966
C -1.4736 -6.8950 1.8748
O -2.1105 -5.6294 1.7117
H -2.2638 -7.6415 1.8888
H -0.7968 -7.1192 1.0476
H -0.9228 -6.9535 2.8157
H -1.4304 -4.9500 1.7052
C -3.7371 5.5141 -0.4817
O -4.1938 5.2249 -1.7951
H -3.4123 4.5613 -0.0662
H -2.8835 6.1952 -0.4728
H -4.5263 5.9170 0.1576
H -4.4913 6.0394 -2.2115
```

Results
Net charge: +1
Frontier orbital gap: 7.64 eV
Max |F|: 0.0126 Eh/bohr
2S+1: 1
Electronic energy: -52995.297 eV
Molecular weight: 650.7 g mol⁻¹

Computed, not measured: an isolated molecule of C4H13N2 at a distorted geometry, with ωB97M-V with the def2-TZVPD basis set.

XYZ file:
```
19
C4H13N2 | the Open Molecules 2025 dataset | ωB97M-V with the def2-TZVPD basis set
N -2.4149 0.7061 0.6473
C -1.2866 -0.0909 1.2757
C -0.3666 -0.8091 0.0796
N 0.0459 0.3939 -0.6471
C 1.5262 0.6219 -0.3839
C 2.4343 -0.5228 -1.0107
H -2.6733 0.3800 -0.3833
H -2.1769 1.6660 0.5264
H -3.3005 0.5650 1.1241
H -0.7283 0.5776 1.8816
H -1.6720 -0.9104 1.9351
H -1.0463 -1.4811 -0.5415
H 0.3365 -1.5009 0.4919
H -0.1260 0.3291 -1.5932
H 1.4953 0.7272 0.7695
H 1.8378 1.5485 -0.7869
H 1.8286 -1.2937 -1.3716
H 3.1964 0.0536 -1.7329
H 3.0905 -0.9598 -0.2800
```

Results
Frontier orbital gap (spin up / spin down): 4.29 / 10.26 eV
Max |F|: 0.0875 Eh/bohr
2S+1: 2
Electronic energy: -7334.269 eV
<S²>: 0.75
ΔE to the lowest compared entry with this formula, charge and spin: 69.5 kcal/mol
Molecular weight: 89.2 g mol⁻¹

Which formula does entry 2 have?
C34H46Cl3GeKN2O5S

Among the records above, which one has the lowest 2S+1?
C29H65INO6